No. 1
{"formula": "C26H51Cl5KN4O6P2SSi", "method": "ωB97M-V/def2-TZVPD", "elements": ["K", "C", "C", "C", "C", "O", "Si", "S", "O", "C", "C", "C", "C", "O", "C", "C", "C", "C", "H", "H", "H", "H", "H", "H", "H", "H", "H", "H", "H", "H", "H", "H", "H", "H", "H", "H", "H", "H", "H", "H", "H", "H", "H", "H", "H", "Cl", "C", "C", "C", "Cl", "C", "Cl", "C", "Cl", "C", "Cl", "C", "N", "C", "P", "O", "O", "P", "O", "N", "C", "C", "N", "C", "C", "N", "C", "C", "H", "H", "H", "H", "H", "H", "H", "H", "H", "H", "H", "H", "H", "H", "H", "H", "H", "H", "H", "H", "H", "H", "H", "H"], "positions_angstrom": [[11.31553, 12.18412, 9.62321], [11.99163, 12.62991, 14.59582], [11.95237, 13.08522, 13.10352], [11.55292, 14.57912, 13.09201], [13.26847, 12.90648, 12.34950], [10.95288, 12.29560, 12.41181], [9.46205, 11.60152, 12.64743], [8.39011, 11.65879, 10.87888], [8.82486, 12.43508, 13.95467], [7.61831, 12.27551, 14.72483], [7.02398, 10.89681, 14.75506], [6.62865, 13.24716, 14.12417], [7.98010, 12.63777, 16.19551], [9.71501, 10.04627, 13.19430], [10.39420, 8.91360, 12.62447], [10.69109, 7.85459, 13.74609], [9.60051, 8.31992, 11.49780], [11.74325, 9.34589, 11.97539], [12.73117, 13.26988, 15.03467], [12.22211, 11.57439, 14.75041], [11.02154, 12.89060, 15.05399], [12.36621, 15.25072, 13.44852], [10.69650, 14.65995, 13.76472], [11.16331, 14.82228, 12.06665], [14.13609, 13.22984, 12.94540], [13.26638, 13.45183, 11.37861], [13.37228, 11.84757, 12.03828], [6.69795, 10.62583, 13.71039], [6.17718, 10.86955, 15.44728], [7.76259, 10.11257, 15.00320], [6.49140, 12.93078, 13.12228], [6.98521, 14.24068, 14.07271], [5.65397, 13.09586, 14.56771], [8.57188, 11.83917, 16.64449], [7.05020, 12.70256, 16.73588], [8.55450, 13.53118, 16.24660], [9.67959, 7.56364, 14.06831], [11.28113, 8.24573, 14.56031], [11.14387, 6.97619, 13.29745], [8.70306, 7.89584, 11.90734], [10.10499, 7.50324, 10.97965], [9.28240, 9.07116, 10.75975], [12.42181, 9.70318, 12.77443], [11.60128, 10.12860, 11.24589], [12.28629, 8.44880, 11.63030], [15.52322, 11.82717, 9.35999], [14.49271, 10.38840, 9.03757], [13.20905, 10.52028, 8.45494], [12.53212, 9.37279, 8.27631], [10.82771, 9.40737, 7.51495], [12.97860, 8.07221, 8.49304], [12.15897, 6.63275, 8.08917], [14.17595, 7.95212, 9.12286], [14.78018, 6.38832, 9.66115], [14.88114, 9.12925, 9.47500], [16.35486, 9.02609, 10.44163], [13.08225, 17.60799, 10.37758], [12.04519, 17.74889, 9.41055], [10.82673, 18.28318, 10.05498], [11.94347, 16.99911, 7.93556], [12.87628, 15.96191, 7.61791], [10.39244, 16.47990, 7.97678], [9.95919, 15.14790, 8.73630], [10.99611, 14.85856, 9.74985], [8.49448, 15.50147, 9.39619], [8.12882, 15.35589, 10.81300], [7.49373, 16.16083, 8.60156], [9.57966, 14.08373, 7.52365], [10.67377, 13.64167, 6.62481], [8.50634, 13.11471, 7.61821], [11.82218, 18.12111, 6.68392], [12.19314, 17.79279, 5.34978], [11.00305, 19.29736, 6.78170], [13.23300, 18.60554, 10.85335], [14.04298, 17.25396, 9.87892], [12.77608, 16.96419, 11.18314], [11.06307, 19.19385, 10.60378], [10.39745, 17.51398, 10.76388], [10.11736, 18.57627, 9.30694], [8.89909, 14.81004, 11.36427], [7.18803, 14.82510, 10.93503], [8.02226, 16.39559, 11.22371], [7.84313, 16.34590, 7.57469], [7.29401, 17.12860, 9.05737], [6.53924, 15.62181, 8.60342], [10.48132, 13.68985, 5.55534], [10.89266, 12.59295, 6.80528], [11.60243, 14.21202, 6.74962], [8.05528, 13.28314, 8.57376], [8.89216, 12.06122, 7.60590], [7.75188, 13.15791, 6.82613], [12.91560, 16.96927, 5.22217], [12.68401, 18.67662, 4.83359], [11.31874, 17.42137, 4.77318], [11.25952, 19.91612, 7.64380], [9.90309, 19.09802, 6.83038], [11.18176, 19.86804, 5.90787]], "lumo_ev": 1.973, "e_tot_ev": -162274.665, "orbital_gap_ha": 0.249, "relative_energy_ev": 1.474, "charge": -1}

---

No. 2
{"formula": "C2H2HgO2", "method": "ωB97M-V/def2-TZVPD", "elements": ["C", "C", "O", "Hg", "H", "O", "H"], "positions_angstrom": [[-0.95940, 0.40999, -0.17489], [-0.62406, 1.58407, -0.14238], [2.82968, -0.39250, 0.17747], [1.50872, -2.01784, 0.14161], [-0.56779, 2.64691, -0.30183], [-0.71875, -0.87858, -0.04449], [-1.46841, -1.35205, 0.34451]], "s_squared": 2.021, "lumo_ev": [0.232, -1.587], "e_tot_ev": -10369.185, "orbital_gap_ha": [0.322, 0.308], "spin_multiplicity": 3, "relative_energy_ev": 2.724}

---

No. 3
{"formula": "C3H8N2OS", "method": "ωB97M-V/def2-TZVPD", "elements": ["C", "C", "C", "N", "N", "O", "S", "H", "H", "H", "H", "H", "H", "H", "H"], "positions_angstrom": [[0.71242, -0.27507, 1.54156], [-0.92296, -0.45364, 1.48762], [0.49746, -0.06129, 0.02433], [-0.74251, -0.58264, 0.03307], [0.44094, 0.07459, -2.61861], [1.69258, -1.76390, -1.72246], [1.61427, -0.31854, -1.49646], [0.92298, 0.75110, 1.87253], [1.34991, -1.12954, 2.02525], [-1.23131, -1.41336, 1.84151], [-1.52921, 0.40087, 1.80708], [0.73990, 1.75317, -0.21886], [-1.50594, -0.57666, -0.61231], [0.66672, 0.88740, -3.17050], [0.55502, -0.74178, -3.28570]], "lumo_ev": 0.734, "e_tot_ev": -19098.576, "orbital_gap_ha": 0.327, "relative_energy_ev": 5.926}